(1)
Below is C24H28FeN2O3S5 as an isolated structure, with properties calculated with ωB97M-V/def2-TZVPD.

**Kohn-Sham gap (spin up / spin down)**: 2.9 / 7.6 eV
**Charge**: -1
**⟨S²⟩**: 8.77
**2S+1**: 6
**Energy above the lowest of the compared OMol25 structures with the same formula, charge and spin**: 2.419 eV
**Highest occupied orbital energy (spin up / spin down)**: -0.866 / -5.599 eV

XYZ file:
```
63
C24H28FeN2O3S5, DFT ωB97M-V/def2-TZVPD
Fe 0.83 -0.55 1.60
C 4.97 -1.76 3.64
C 3.59 -1.09 3.61
C 3.61 0.18 2.75
C 2.51 -2.03 3.11
C 1.40 -2.32 3.89
C 0.41 -3.18 3.44
C 0.51 -3.78 2.19
C -0.57 -4.67 1.66
C 1.63 -3.52 1.41
C 2.61 -2.64 1.85
H 5.69 -1.07 4.08
H 5.31 -2.01 2.64
H 4.95 -2.66 4.24
H 3.34 -0.80 4.63
H 3.59 -0.05 1.68
H 4.51 0.76 2.96
H 2.75 0.80 3.00
H 1.32 -1.90 4.88
H -0.45 -3.39 4.06
H -1.17 -4.12 0.94
H -1.22 -5.01 2.46
H -0.14 -5.52 1.15
H 1.73 -3.98 0.44
H 3.48 -2.47 1.23
C -1.78 2.50 -0.93
C -2.86 1.84 -0.07
C -3.68 2.92 0.66
C -3.77 0.93 -0.89
C -2.22 1.06 0.98
C -1.74 0.46 1.91
H -2.24 3.08 -1.73
H -1.14 1.75 -1.38
H -1.16 3.15 -0.32
H -4.17 3.55 -0.07
H -3.03 3.52 1.29
H -4.43 2.44 1.29
H -4.33 1.52 -1.61
H -4.47 0.42 -0.23
H -3.19 0.18 -1.42
S -3.39 -0.85 -4.68
C -1.90 -0.92 -3.85
S -1.72 -2.04 -2.48
C -0.41 -1.00 -1.87
N -0.18 0.02 -2.62
N -0.99 0.13 -3.69
C -0.71 1.15 -4.57
C -1.46 1.40 -5.73
C -1.13 2.45 -6.56
C -0.03 3.26 -6.29
C 0.74 2.99 -5.16
C 0.41 1.96 -4.32
S 0.49 -1.42 -0.49
H -2.30 0.77 -5.99
H -1.72 2.62 -7.45
H 0.22 4.09 -6.94
H 1.62 3.58 -4.95
H 1.02 1.74 -3.45
O 1.15 1.49 4.29
S 0.21 1.70 3.21
O -0.68 2.81 3.34
O 0.84 1.57 1.89
S -1.03 -0.06 3.36
```

Results of the Löwdin charge analysis, in e, for atoms 1 through 8: atom 1 (Fe): 0.574, atom 2 (C): -0.071, atom 3 (C): -0.374, atom 4 (C): -0.075, atom 5 (C): -0.297, atom 6 (C): -0.137, atom 7 (C): -0.124, atom 8 (C): -0.339

=====

(2)
Below is C18H21F2N2O6Sn as an isolated structure, with properties calculated with ωB97M-V/def2-TZVPD.

**Kohn-Sham gap**: 7.4 eV
**Charge**: -1
**Energy above the lowest of the compared OMol25 structures with the same formula, charge and spin**: 0.000 eV
**Highest occupied orbital energy**: -4.483 eV

XYZ file:
```
50
C18H21F2N2O6Sn, DFT ωB97M-V/def2-TZVPD
Sn 1.20 -0.96 -2.59
C 0.02 -0.56 4.07
O 1.40 -0.24 4.02
C 2.01 -0.37 2.81
C 3.35 0.06 2.76
C 4.01 -0.01 1.56
C 3.42 -0.50 0.38
C 4.15 -0.50 -0.87
C 5.65 -0.22 -0.89
O 3.65 -0.72 -1.97
C 2.06 -0.94 0.45
O 1.40 -1.44 -0.54
C 1.39 -0.88 1.70
H -0.30 -0.34 5.09
H -0.15 -1.61 3.85
H -0.55 0.05 3.37
H 3.81 0.47 3.65
H 5.03 0.36 1.53
H 6.15 -0.29 0.06
H 5.79 0.79 -1.30
H 6.10 -0.92 -1.59
H 0.36 -1.19 1.69
F 2.08 1.74 -1.30
C 1.57 1.27 -2.50
F 0.43 2.04 -2.75
H 2.29 1.58 -3.27
C -2.56 -1.79 1.03
C -2.94 -0.31 1.00
C -2.81 0.31 -0.39
C -3.16 1.81 -0.33
C -3.03 2.52 -1.67
C -3.81 -0.36 -1.31
O -5.01 -0.40 -1.07
N -3.30 -0.91 -2.44
C -1.94 -0.97 -2.83
O -1.69 -1.49 -3.90
N -1.01 -0.47 -1.98
C -1.35 0.19 -0.84
O -0.50 0.68 -0.11
H -2.64 -2.20 2.04
H -1.53 -1.94 0.69
H -3.21 -2.38 0.39
H -2.28 0.26 1.66
H -3.97 -0.18 1.34
H -2.47 2.26 0.39
H -4.18 1.90 0.06
H -2.01 2.44 -2.06
H -3.27 3.58 -1.57
H -3.71 2.10 -2.42
H -3.94 -1.33 -3.10
```

Results of the Löwdin charge analysis, in e, for atoms 1 through 8: atom 1 (Sn): 1.249, atom 2 (C): -0.083, atom 3 (O): -0.080, atom 4 (C): -0.277, atom 5 (C): -0.027, atom 6 (C): -0.041, atom 7 (C): -0.104, atom 8 (C): -0.385

=====

(3)
Below is one molecule with the formula C3H6O3, with properties calculated with ωB97M-V/def2-TZVPD.

**Kohn-Sham gap**: 9.9 eV
**Energy above the lowest of the compared OMol25 structures with the same formula, charge and spin**: 2.443 eV
**Highest occupied orbital energy**: -9.384 eV

XYZ file:
```
12
C3H6O3, DFT ωB97M-V/def2-TZVPD
O 0.95 0.02 -1.79
C 0.85 0.37 -0.45
C -0.50 0.74 0.05
O -0.56 1.76 1.02
C 0.16 -0.58 0.44
O -0.16 -1.81 -0.14
H 0.63 -0.91 -1.81
H 1.71 0.93 -0.06
H -1.29 0.65 -0.71
H -1.26 1.58 1.69
H 0.48 -0.61 1.49
H -1.00 -2.14 0.29
```

Results of the Löwdin charge analysis, in e, for atoms 1 through 8: atom 1 (O): 0.011, atom 2 (C): -0.293, atom 3 (C): -0.251, atom 4 (O): -0.013, atom 5 (C): -0.276, atom 6 (O): -0.015, atom 7 (H): 0.101, atom 8 (H): 0.166

=====

(4)
Below is a 6-piece molecular cluster, C16H36ClN4O6 overall, with properties calculated with ωB97M-V/def2-TZVPD.

**Kohn-Sham gap**: 6.8 eV
**Charge**: -1
**Highest occupied orbital energy**: -4.320 eV

XYZ file:
```
63
C16H36ClN4O6, DFT ωB97M-V/def2-TZVPD
Cl 1.21 -1.61 0.12
C 3.30 2.30 6.31
O 3.40 1.18 6.82
N 3.39 2.51 4.94
C 3.31 3.76 4.22
C 3.71 1.28 4.10
H 3.12 3.26 6.83
H 4.34 3.93 3.93
H 3.04 4.60 4.85
H 2.74 3.73 3.29
H 4.64 1.49 3.57
H 3.78 0.38 4.70
H 2.88 1.06 3.43
C 0.38 3.77 -0.46
O 0.92 4.38 -1.43
N -0.17 4.40 0.63
C -0.73 3.63 1.73
C -0.16 5.78 0.78
H 0.27 2.68 -0.50
H -0.33 3.96 2.69
H -0.64 2.55 1.62
H -1.81 3.75 1.79
H 0.42 6.14 1.62
H 0.25 6.39 -0.02
H -1.16 6.20 0.94
C -2.32 -1.37 4.37
O -2.75 -0.44 5.05
N -3.05 -2.52 4.21
C -2.47 -3.63 3.50
C -4.36 -2.86 4.76
H -1.33 -1.44 3.88
H -2.10 -4.42 4.16
H -1.68 -3.36 2.80
H -3.28 -3.97 2.87
H -5.06 -3.47 4.19
H -4.08 -3.42 5.64
H -4.83 -1.95 5.14
C -4.05 -1.61 -1.07
O -4.97 -0.99 -0.56
N -4.06 -2.34 -2.20
C -2.88 -3.16 -2.65
C -5.25 -2.37 -3.02
H -3.10 -1.76 -0.54
H -2.28 -2.83 -3.50
H -3.04 -4.24 -2.56
H -2.15 -3.05 -1.85
H -5.02 -2.26 -4.08
H -5.65 -3.38 -2.91
H -6.14 -1.81 -2.73
O 4.96 -0.53 -6.35
C 3.97 -0.76 -5.62
O 2.75 -1.05 -6.12
C 2.54 -1.19 -7.56
C 2.78 -2.61 -8.03
C 3.97 -0.69 -4.09
H 3.14 -0.44 -8.08
H 1.53 -0.93 -7.88
H 1.96 -3.28 -7.80
H 3.79 -2.88 -7.72
H 2.61 -2.56 -9.11
H 3.38 -1.52 -3.69
H 3.49 0.23 -3.76
H 4.94 -0.63 -3.59
```

Results of the Löwdin charge analysis, in e, for atoms 1 through 8: atom 1 (Cl): -0.966, atom 2 (C): -0.315, atom 3 (O): -0.023, atom 4 (N): -0.189, atom 5 (C): -0.079, atom 6 (C): -0.013, atom 7 (H): 0.124, atom 8 (H): 0.080

=====

(5)
Below is one molecule with the formula C5H10N2O, with properties calculated with ωB97M-V/def2-TZVPD.

**Kohn-Sham gap**: 9.7 eV
**Energy above the lowest of the compared OMol25 structures with the same formula, charge and spin**: 1.746 eV
**Highest occupied orbital energy**: -8.820 eV

XYZ file:
```
18
C5H10N2O, DFT ωB97M-V/def2-TZVPD
N -0.70 1.41 -1.89
C -0.02 0.24 -1.94
O 0.14 -0.22 -3.05
C 0.48 -0.56 -0.62
C -0.78 -1.02 0.21
C -0.52 -0.71 1.70
C 0.77 0.14 1.68
N 1.05 0.47 0.26
H -0.38 2.14 -1.17
H -0.91 1.63 -3.00
H 1.13 -1.41 -0.94
H -1.33 -1.94 -0.01
H -1.47 -0.22 -0.09
H -1.26 -0.06 2.24
H -0.59 -1.50 2.34
H 0.59 1.13 2.13
H 1.80 -0.24 2.13
H 2.01 0.73 0.00
```

Results of the Löwdin charge analysis, in e, for atoms 1 through 8: atom 1 (N): 0.087, atom 2 (C): -0.536, atom 3 (O): 0.026, atom 4 (C): -0.219, atom 5 (C): -0.122, atom 6 (C): -0.162, atom 7 (C): -0.205, atom 8 (N): -0.070

=====

(6)
Below is C2H2N2O as an isolated structure, with properties calculated with ωB97M-V/def2-TZVPD.

**Kohn-Sham gap**: 8.4 eV
**Energy above the lowest of the compared OMol25 structures with the same formula, charge and spin**: 3.840 eV
**Highest occupied orbital energy**: -9.306 eV

XYZ file:
```
7
C2H2N2O, DFT ωB97M-V/def2-TZVPD
C 0.67 -1.51 -0.44
C 0.03 -0.29 -0.17
N 1.16 -2.52 -0.72
N -1.36 -0.24 -1.54
O -1.20 0.61 -2.32
H -0.59 -0.44 0.64
H 0.53 0.75 -0.29
```

Want to see where the charge sits? The Löwdin charges in e are: atom 1 (C): -0.314, atom 2 (C): -0.091, atom 3 (N): 0.142, atom 4 (N): 0.071, atom 5 (O): 0.020, atom 6 (H): 0.042, atom 7 (H): 0.131